C18H21N4SSiV | ωB97M-V with the def2-TZVPD basis set

Computed properties:
Expectation value of S²   2.02
Total charge   +2
Multiplicity   3
F_max   3.0 eV/Å
Kohn-Sham gap (spin up / spin down)   0.2664 / 0.2673 Eh

Each line ends with the Löwdin charge.
Cartesian coordinates (Å):
V: 0.554 1.027 -0.369  0.851
N: 2.830 2.782 0.467  0.152
C: 3.203 1.460 0.314  -0.241
C: 4.573 1.150 0.336  0.040
C: 4.978 -0.163 0.255  0.017
C: 4.003 -1.164 0.223  0.005
C: 2.682 -0.792 0.188  -0.098
N: 2.275 0.492 0.184  -0.048
C: 1.719 3.445 0.008  -0.246
C: 1.554 4.810 0.301  0.044
C: 0.481 5.489 -0.231  0.018
C: -0.393 4.818 -1.097  0.001
C: -0.176 3.483 -1.335  -0.074
N: 0.830 2.796 -0.760  -0.058
H: 3.561 3.385 0.830  0.173
H: 5.296 1.950 0.385  0.134
H: 6.027 -0.411 0.204  0.137
H: 4.278 -2.206 0.218  0.131
H: 1.894 -1.538 0.134  0.094
H: 2.270 5.304 0.940  0.135
H: 0.323 6.530 0.009  0.138
H: -1.216 5.332 -1.566  0.131
H: -0.798 2.909 -2.023  0.144
C: -3.858 -4.169 -0.075  -0.159
Si: -2.156 -3.372 -0.293  0.618
C: -1.229 -3.890 -1.861  -0.187
C: -1.077 -3.460 1.296  -0.148
C: -2.376 -1.451 -0.143  -0.213
C: -3.385 -0.926 0.653  -0.018
C: -3.304 0.353 1.197  -0.005
C: -2.134 1.069 1.021  -0.077
N: -1.175 0.607 0.220  -0.144
C: -1.326 -0.575 -0.417  -0.683
S: -0.069 -0.772 -1.604  0.784
H: -3.751 -5.248 -0.053  0.040
H: -4.530 -3.931 -0.894  0.043
H: -4.340 -3.882 0.855  0.031
H: -1.291 -4.969 -1.973  0.039
H: -0.174 -3.634 -1.843  0.003
H: -1.665 -3.453 -2.755  0.037
H: -0.652 -4.445 1.445  0.035
H: -1.683 -3.233 2.170  0.040
H: -0.258 -2.742 1.269  0.012
H: -4.252 -1.534 0.856  0.116
H: -4.103 0.751 1.798  0.124
H: -1.961 2.021 1.517  0.133

C18H21N5O4 | ωB97M-V with the def2-TZVPD basis set

Computed properties:
F_max   1.5 eV/Å
Kohn-Sham gap   0.2838 Eh
SMILES   CCCCn1c(=O)[nH]c(=O)c2c1nc(-c1ccc(C)c([N+](=O)[O-])c1)n2CC

Each line ends with the Löwdin charge.
Cartesian coordinates (Å):
C: -1.271 -4.936 1.072  -0.113
C: -1.880 -4.204 -0.118  -0.268
C: -2.171 -2.744 0.216  -0.195
C: -2.727 -1.996 -0.994  -0.130
N: -2.987 -0.602 -0.680  0.051
C: -4.275 -0.153 -0.499  -0.464
O: -5.247 -0.858 -0.627  0.086
N: -4.402 1.188 -0.163  0.211
C: -3.430 2.162 0.034  -0.399
O: -3.724 3.303 0.330  0.069
C: -2.127 1.599 -0.164  -0.056
C: -1.951 0.262 -0.503  -0.203
N: -0.643 -0.016 -0.625  0.207
C: -0.005 1.122 -0.373  -0.213
C: 1.449 1.152 -0.406  -0.125
C: 2.222 2.272 -0.715  -0.009
C: 3.600 2.186 -0.741  -0.018
C: 4.283 1.000 -0.482  -0.178
C: 5.772 0.982 -0.514  -0.039
C: 3.495 -0.123 -0.193  -0.088
N: 4.072 -1.418 0.083  -0.346
O: 5.203 -1.641 -0.291  0.085
O: 3.378 -2.217 0.676  0.085
C: 2.111 -0.046 -0.155  0.073
N: -0.863 2.138 -0.091  0.047
C: -0.615 3.488 0.364  -0.163
C: 0.113 3.507 1.704  -0.050
H: -1.946 -4.910 1.923  0.072
H: -1.076 -5.976 0.820  0.068
H: -0.331 -4.472 1.363  0.071
H: -1.189 -4.248 -0.962  0.110
H: -2.806 -4.699 -0.418  0.110
H: -1.251 -2.254 0.537  0.101
H: -2.894 -2.691 1.033  0.124
H: -3.675 -2.431 -1.317  0.127
H: -2.004 -2.024 -1.813  0.130
H: -5.361 1.495 -0.043  0.170
H: 1.758 3.212 -0.960  0.107
H: 4.174 3.070 -0.977  0.117
H: 6.123 0.420 -1.378  0.092
H: 6.182 0.488 0.365  0.088
H: 6.162 1.995 -0.570  0.081
H: 1.536 -0.933 0.062  0.122
H: -0.049 4.037 -0.393  0.113
H: -1.594 3.963 0.467  0.113
H: 1.091 3.037 1.628  0.064
H: 0.242 4.534 2.031  0.080
H: -0.471 2.977 2.453  0.086

C18H21NO | ωB97M-V with the def2-TZVPD basis set

Computed properties:
F_max   2.4 eV/Å
Kohn-Sham gap   0.2045 Eh

Each line ends with the Löwdin charge.
Cartesian coordinates (Å):
C: 0.927 2.612 -2.864  -0.088
C: 0.718 2.571 -1.380  -0.320
C: -0.557 2.822 -0.838  -0.084
C: -0.774 2.745 0.517  -0.038
C: 0.230 2.223 1.410  -0.437
O: -0.075 1.781 2.567  -0.125
C: 1.567 2.213 0.864  -0.047
C: 1.782 2.293 -0.499  -0.087
H: 1.962 2.357 -3.114  0.066
H: 0.262 1.901 -3.370  0.072
H: 0.701 3.605 -3.272  0.072
H: -1.377 3.090 -1.508  0.106
H: -1.740 2.968 0.959  0.095
H: 2.391 2.063 1.556  0.088
H: 2.783 2.150 -0.912  0.100
C: 0.278 -0.285 7.374  -0.151
C: 1.288 0.822 7.015  -0.153
C: 1.332 0.871 5.482  -0.116
N: 0.138 0.147 5.023  -0.047
C: -0.091 -0.017 3.728  -0.025
C: -1.288 -0.696 3.260  -0.182
C: -2.564 -0.428 3.795  -0.025
C: -3.686 -1.123 3.329  -0.067
C: -3.554 -2.077 2.313  -0.074
C: -2.291 -2.341 1.764  -0.069
C: -1.167 -1.665 2.240  -0.006
C: -0.604 -0.483 6.125  -0.125
H: 0.803 -1.226 7.598  0.111
H: -0.331 -0.015 8.252  0.115
H: 0.932 1.785 7.395  0.112
H: 2.285 0.631 7.423  0.111
H: 1.317 1.896 5.084  0.132
H: 2.244 0.385 5.100  0.133
H: 0.811 -0.036 3.124  0.142
H: -2.685 0.352 4.548  0.116
H: -4.666 -0.918 3.772  0.109
H: -4.437 -2.619 1.957  0.108
H: -2.190 -3.090 0.974  0.108
H: -0.184 -1.864 1.819  0.121
H: -0.824 -1.547 5.946  0.136
H: -1.567 0.020 6.289  0.112

C18H21O11P | ωB97M-V with the def2-TZVPD basis set

Computed properties:
Total charge   -2
F_max   3.8 eV/Å
Kohn-Sham gap   0.1339 Eh

Each line ends with the Löwdin charge.
Cartesian coordinates (Å):
C: 6.493 -0.334 2.487  -0.083
C: 6.537 -1.368 1.296  -0.261
O: 5.625 -2.479 1.467  -0.121
C: 4.437 -2.055 0.772  -0.286
O: 3.375 -3.017 0.909  -0.136
P: 1.961 -2.157 0.571  0.584
O: 1.392 -1.782 1.900  -0.241
O: 2.224 -0.863 -0.419  -0.173
C: 2.031 0.415 0.268  -0.254
O: 2.750 1.379 -0.467  -0.168
C: 1.892 2.341 -1.126  -0.071
O: 0.880 -3.124 -0.255  -0.152
C: -0.391 -2.402 -0.234  -0.221
O: -1.122 -2.899 0.876  -0.060
C: -2.133 -2.002 1.230  -0.257
C: -3.267 -1.645 0.409  0.007
C: -4.297 -0.709 0.897  -0.047
C: -4.179 -0.131 2.236  -0.093
C: -3.026 -0.474 3.101  -0.098
C: -2.033 -1.402 2.577  -0.020
H: 5.547 -0.360 3.086  0.083
H: 7.414 -0.394 3.136  0.069
H: 6.536 0.701 2.031  0.076
H: 6.308 -0.782 0.354  0.116
H: 7.578 -1.772 1.129  0.122
H: 4.159 -1.061 1.241  0.122
H: 4.641 -1.947 -0.335  0.147
H: 2.466 0.410 1.309  0.131
H: 0.929 0.600 0.334  0.143
H: 1.969 3.305 -0.555  0.092
H: 0.821 2.027 -1.222  0.102
H: 2.309 2.484 -2.164  0.094
H: -0.245 -1.291 -0.217  0.132
H: -0.888 -2.672 -1.209  0.156
H: -3.388 -2.101 -0.608  0.119
H: -5.185 -0.453 0.265  0.106
H: -4.949 0.560 2.660  0.084
H: -2.961 -0.048 4.132  0.081
H: -1.164 -1.691 3.216  0.097
C: -3.116 3.066 -2.424  -0.042
C: -3.193 1.734 -2.094  -0.456
C: -4.425 1.016 -2.670  -0.390
O: -4.627 -0.203 -2.539  -0.065
C: -5.404 1.806 -3.396  -0.043
C: -5.338 3.146 -3.718  -0.454
C: -4.051 3.840 -3.231  -0.388
O: -3.774 5.017 -3.485  -0.043
O: -6.184 3.829 -4.346  -0.091
O: -2.387 1.060 -1.397  -0.106
H: -2.272 3.649 -2.067  0.077
H: -6.274 1.234 -3.707  0.081

C18H22AlCl3F6N4O2S | ωB97M-V with the def2-TZVPD basis set

Computed properties:
F_max   0.9 eV/Å
Kohn-Sham gap   0.2961 Eh

Each line ends with the Löwdin charge.
Cartesian coordinates (Å):
Al: 0.188 -0.206 -0.959  0.095
C: -1.353 -1.782 -3.514  -0.057
C: -0.253 -2.545 -2.794  -0.201
N: 0.023 -2.268 -1.332  -0.161
C: 1.239 -3.115 -1.038  -0.228
C: 1.436 -3.643 0.376  -0.098
C: -1.168 -2.620 -0.505  -0.129
C: -1.135 -1.977 0.882  -0.156
N: -0.614 -0.621 0.733  0.024
C: -0.942 0.373 1.583  -0.145
C: -0.521 1.674 1.242  -0.148
F: 0.197 1.769 0.076  0.081
C: -0.772 2.797 1.975  -0.261
F: -0.317 3.982 1.537  0.086
C: -1.476 2.715 3.161  0.053
C: -1.886 1.454 3.545  -0.218
F: -2.555 1.310 4.695  0.098
C: -1.628 0.316 2.807  -0.131
F: -2.033 -0.867 3.308  0.087
H: -1.467 -2.250 -4.493  0.091
H: -1.089 -0.738 -3.676  0.064
H: -2.319 -1.829 -3.013  0.072
H: 0.687 -2.359 -3.313  0.122
H: -0.458 -3.617 -2.867  0.122
H: 2.112 -2.534 -1.337  0.083
H: 1.193 -3.978 -1.704  0.114
H: 1.535 -2.848 1.110  0.029
H: 2.370 -4.209 0.378  0.088
H: 0.639 -4.324 0.676  0.077
H: -1.290 -3.704 -0.438  0.137
H: -2.036 -2.209 -1.017  0.099
H: -0.541 -2.559 1.587  0.102
H: -2.161 -1.981 1.245  0.128
H: -1.698 3.592 3.753  0.135
S: 2.621 -0.446 0.315  0.794
C: 2.687 1.030 1.142  -0.793
N: 2.491 1.200 2.450  0.046
C: 2.566 2.601 2.870  -0.103
C: 2.804 3.331 1.527  -0.099
N: 2.920 2.217 0.582  0.046
H: 2.329 0.422 3.064  0.145
H: 3.383 2.758 3.573  0.116
H: 1.636 2.912 3.342  0.106
H: 3.716 3.923 1.539  0.117
H: 1.970 3.980 1.265  0.106
H: 2.883 2.316 -0.421  0.122
F: 0.821 0.554 -3.670  -0.040
C: 1.445 0.370 -2.441  -0.326
F: 1.959 1.656 -2.102  -0.090
H: 2.331 -0.229 -2.645  0.086
Cl: -3.493 2.775 -0.476  0.636
C: -3.123 1.976 -2.028  -1.485
Cl: -1.920 2.923 -2.900  0.641
Cl: -4.592 1.850 -3.000  0.619
C: -2.605 0.547 -1.649  -0.720
O: -3.410 -0.316 -1.378  0.056
O: -1.326 0.454 -1.630  -0.035